The ion C7H11O with charge -1, computed with ωB97M-V/def2-TZVPD.

The value obtained for the electronic energy is -9483.101 eV. Its molar mass is 111.164 g mol⁻¹. As for the charge: -1. For the energy above the lowest of the compared OMol25 structures with the same formula, charge and spin, the calculation gives 0.0 kcal per mole. The largest force on an atom comes out at 2.2 eV Å⁻¹. The calculation puts the frontier orbital gap at 0.22545 hartree. As for the SMILES: C=C/C=C/CCC[O-].

Structure (XYZ):
```
19
Properties=species:S:1:pos:R:3:forces:R:3
C -0.91868 -0.56333 3.70473 -0.390 -0.976 0.191
C -0.26436 -0.15302 2.61971 -0.752 1.147 -0.155
C -0.83022 -0.32720 1.27956 0.658 -0.302 -0.074
C -0.14199 -0.06063 0.16260 -0.057 -0.264 0.055
C -0.58715 -0.32815 -1.25856 0.510 -0.609 0.264
C 0.58922 -0.29653 -2.23772 0.515 2.134 0.147
C 1.30917 1.15018 -2.18071 -0.256 -1.021 0.005
O 2.19485 1.25620 -1.19061 0.111 0.134 0.223
H -1.81139 -1.17961 3.57922 0.037 0.147 -0.186
H -0.64705 -0.50242 4.74718 0.525 0.483 -0.023
H 0.56856 0.54221 2.66214 0.373 -0.404 0.210
H -1.81493 -0.77653 1.28514 -0.239 -0.127 -0.326
H 0.86383 0.35834 0.20572 0.067 0.212 0.092
H -1.03617 -1.32461 -1.31403 -0.482 0.071 0.145
H -1.33199 0.43061 -1.51177 -0.043 -0.071 -0.298
H 1.41472 -0.95415 -1.96911 -0.251 -0.459 -0.045
H 0.26875 -0.40691 -3.27249 -0.216 -0.507 -0.117
H 0.42144 1.83867 -2.10134 0.101 0.305 -0.224
H 1.75342 1.29689 -3.20966 -0.212 0.106 0.115
```
Positions in Å, forces in eV/Å.